Record 1
Formula: C6H13NO
Source: the Open Molecules 2025 dataset
Level of theory: ωB97M-V/def2-TZVPD

Values from the calculation:
E_LUMO (spin up / spin down) in eV: 0.964 / -0.056
HOMO level (spin up / spin down) in eV: -7.73 / -6.55
Strongest force on any atom in eV Å⁻¹: 2.607
Energy relative to the best compared isomer or geometry (same formula, charge and spin) in eV: 5.726

Geometry (Å):
C -0.1044 0.5827 -2.4249
C -1.0327 -0.5127 -0.2701
C -1.4001 -1.7836 -0.6720
O 0.1085 0.1480 -1.0862
H -1.8454 0.2181 -0.2970
H -0.7538 1.4660 -2.4298
H -0.5388 -0.1881 -3.0622
H 0.8725 0.8494 -2.8320
H -0.6773 -2.5870 -0.7137
H -2.4240 -2.0367 -0.8998
C 2.2543 0.4293 0.7646
N -1.1748 0.1332 2.2465
C -0.2082 -0.2446 1.2333
C 0.7973 0.7134 0.8273
H -1.7512 0.9104 1.9453
H -0.7501 0.2907 3.1519
H 0.2427 -1.1954 1.5197
H 0.4714 1.7422 0.7069
H 2.7075 0.6004 1.7501
H 2.4375 -0.6106 0.4917
H 2.7691 1.0750 0.0506


Record 2
Formula: C6H13NO
Source: the Open Molecules 2025 dataset
Level of theory: ωB97M-V/def2-TZVPD

Values from the calculation:
E_LUMO in eV: 0.978
HOMO level in eV: -7.74
SMILES: C=CCN/C=C/C.O
Strongest force on any atom in eV Å⁻¹: 5.907
Energy relative to the best compared isomer or geometry (same formula, charge and spin) in eV: 4.931

Geometry (Å):
C -1.8652 -0.6250 2.1214
C -1.6429 0.7283 1.8780
C -0.1549 1.2710 1.9134
N 0.0155 1.6318 0.4677
C 0.8386 0.7087 -0.1723
C 0.7689 0.0823 -1.3766
C 1.9173 -0.7964 -1.8369
H -1.1992 -1.4424 2.1348
H -2.9420 -0.9681 2.1696
H -2.3548 1.4885 1.8569
H 0.0842 2.1430 2.5600
H 0.4994 0.4480 2.3923
H -0.8559 2.0625 0.0268
H 1.7876 0.5490 0.5692
H 0.0370 0.3311 -2.0393
H 2.6786 -0.1213 -2.0177
H 2.3008 -1.5218 -1.1643
H 1.9034 -1.3967 -2.7082
O -1.0214 -1.5631 -2.3229
H -0.3185 -2.1652 -1.7837
H -0.4767 -0.8442 -2.6680


Record 3
Formula: C6H13NO
Source: the Open Molecules 2025 dataset
Level of theory: ωB97M-V/def2-TZVPD

Values from the calculation:
E_LUMO in eV: 0.841
HOMO level in eV: -7.40
Strongest force on any atom in eV Å⁻¹: 5.245
Energy relative to the best compared isomer or geometry (same formula, charge and spin) in eV: 6.238

Geometry (Å):
C 1.9586 -0.9597 -0.6400
C 0.1173 1.8284 -1.2778
C 0.6638 1.1701 -0.0553
O 0.7234 -0.3213 -0.2590
N 1.2623 1.7239 0.8885
H 1.7678 1.1031 1.5136
H 2.8112 -0.2994 -0.4830
H 2.0566 -1.8623 -0.0410
H 1.9279 -1.1815 -1.7064
H -0.2261 2.8238 -1.0103
H -0.7283 1.2673 -1.6702
H 0.8703 1.8202 -2.0678
C -1.4628 0.3198 1.3744
C -1.0798 -0.8760 0.0020
C -1.2769 -2.1915 0.2017
H -1.6385 -0.4197 -0.8095
H -0.6385 0.2923 2.0879
H -2.2824 -0.2635 1.7939
H -1.7664 1.3660 1.2975
H -2.1464 -2.6612 -0.2346
H -0.9131 -2.6789 1.0952


Record 4
Formula: C6H13NO
Source: the Open Molecules 2025 dataset
Level of theory: ωB97M-V/def2-TZVPD

Values from the calculation:
E_LUMO in eV: 0.863
HOMO level in eV: -7.64
SMILES: C/C=C(N)/C=C/C.O
Strongest force on any atom in eV Å⁻¹: 7.708
Energy relative to the best compared isomer or geometry (same formula, charge and spin) in eV: 3.433

Geometry (Å):
C 0.0830 0.2084 3.0049
C -0.1491 0.0677 1.5022
C 0.8020 0.3585 0.6278
N 2.0363 0.9834 1.0585
C 0.5301 0.3740 -0.8027
C -0.7173 0.4775 -1.2731
C -1.0852 0.7791 -2.6911
H 0.8611 0.9407 3.1946
H 0.3486 -0.7672 3.5900
H -1.0625 0.5603 3.2402
H -1.0537 -0.3967 1.1496
H 2.5766 0.9477 0.2052
H 2.5237 0.6532 1.8542
H 1.2655 0.0839 -1.5466
H -1.5816 0.3645 -0.5626
H -2.1470 1.0299 -2.7190
H -1.2378 -0.1937 -3.2138
H -0.3140 1.3618 -3.2573
O -0.9102 -2.5028 -1.2107
H -0.5649 -2.3536 -0.4319
H -0.2037 -2.9767 -1.7184


Record 5
Formula: C6H13NO
Source: the Open Molecules 2025 dataset
Level of theory: ωB97M-V/def2-TZVPD

Values from the calculation:
E_LUMO in eV: 0.770
HOMO level in eV: -7.67
SMILES: C/C=C/C/C=C/N.O
Strongest force on any atom in eV Å⁻¹: 8.184
Energy relative to the best compared isomer or geometry (same formula, charge and spin) in eV: 3.701

Geometry (Å):
C -0.8351 -3.6880 0.1188
C -0.6391 -2.3183 0.7159
C -0.7289 -1.1593 -0.0199
C -0.4856 0.2464 0.5069
C 0.6674 0.9445 -0.1444
C 1.5399 1.7485 0.5545
N 2.4187 2.6992 0.1442
H -0.2440 -4.5104 0.5380
H -1.9269 -4.0514 0.0749
H -0.3983 -3.7391 -0.9795
H -0.5166 -2.3885 1.8220
H -1.0226 -1.0893 -1.0389
H -1.4665 0.8558 0.2195
H -0.4127 0.1064 1.6150
H 0.5611 0.9053 -1.1565
H 1.3358 1.8198 1.7059
H 3.2564 2.9947 0.7826
H 2.6533 2.8617 -0.8028
O -1.5059 2.3729 -1.3547
H -0.8037 3.0422 -1.0924
H -1.4467 2.3471 -2.2090


Record 6
Formula: C6H13NO2
Source: the Open Molecules 2025 dataset
Level of theory: ωB97M-V/def2-TZVPD

Values from the calculation:
E_LUMO (spin up / spin down) in eV: -0.510 / -0.510
HOMO level (spin up / spin down) in eV: -7.72 / -7.72
Strongest force on any atom in eV Å⁻¹: 2.703
Energy relative to the best compared isomer or geometry (same formula, charge and spin) in eV: 3.559

Geometry (Å):
C -1.9929 -0.0952 -0.3625
C 0.8291 -0.7553 -1.8157
C 0.9256 0.1989 -0.6405
N -1.9404 1.2280 -0.6101
O 0.5561 1.4105 -0.7888
H -0.9275 1.5311 -0.9040
H -2.2829 1.8041 0.1506
H -2.7631 -0.4491 0.3179
H -1.7639 -0.7459 -1.1974
H 1.7737 -0.7420 -2.3646
H 0.6474 -1.7744 -1.4731
H 0.0349 -0.4511 -2.4968
C 2.1488 -0.0359 0.2422
C -0.4625 0.2484 2.0165
C -0.4447 -0.6498 0.7953
O -0.3053 -1.8452 0.8597
H -0.2368 1.2765 1.7334
H -1.4529 0.2049 2.4741
H 2.1476 0.6268 1.1051
H 2.2129 -1.0745 0.5665
H 3.0330 0.1912 -0.3573
H 0.2639 -0.1020 2.7494


Record 7
Formula: C6H13NO2
Source: the Open Molecules 2025 dataset
Level of theory: ωB97M-V/def2-TZVPD

Values from the calculation:
E_LUMO (spin up / spin down) in eV: 0.826 / 0.827
HOMO level (spin up / spin down) in eV: -7.48 / -7.48
Strongest force on any atom in eV Å⁻¹: 0.580
Energy relative to the best compared isomer or geometry (same formula, charge and spin) in eV: 4.062

Geometry (Å):
C 1.3385 1.8360 0.9081
C 0.6899 -0.1197 1.1911
C 2.8317 1.7666 1.0212
N 0.5939 0.9044 0.2660
H -0.1421 1.0431 -0.4174
H 0.8719 2.7867 1.1791
H 1.0800 -1.0929 0.9117
H 0.3504 0.0490 2.2024
H 3.2070 0.8434 0.5788
H 3.1822 1.8079 2.0563
H 3.2874 2.6221 0.5011
C -0.3005 -1.2204 -2.3086
C -2.8291 -0.7377 0.3416
C -1.8961 -1.4796 -0.5746
O -1.2858 -0.6278 -1.4399
O -1.6841 -2.6645 -0.5619
H 0.0593 -0.4114 -2.9386
H 0.5174 -1.6383 -1.7212
H -0.7479 -2.0094 -2.9123
H -3.4263 -0.0148 -0.2139
H -3.4700 -1.4482 0.8571
H -2.2277 -0.1946 1.0738


Record 8
Formula: C6H13NO2
Source: the Open Molecules 2025 dataset
Level of theory: ωB97M-V/def2-TZVPD

Values from the calculation:
E_LUMO in eV: 0.470
HOMO level in eV: -9.54
SMILES: CC(C)C[C@H](N)C(=O)O
Strongest force on any atom in eV Å⁻¹: 5.843
Energy relative to the best compared isomer or geometry (same formula, charge and spin) in eV: 2.686

Geometry (Å):
C -2.0504 0.3972 -1.1014
C -1.3826 -0.6338 -0.0868
C -1.6923 -0.3039 1.3452
C 0.1512 -0.8417 -0.4232
C 1.1348 0.2597 0.3725
N 0.7880 1.6865 0.1410
C 2.5187 -0.0704 -0.1183
O 3.3557 0.7995 0.0547
O 2.8067 -1.3937 -0.1230
H -3.0546 0.8773 -0.9204
H -1.3978 1.4692 -1.1786
H -2.0799 -0.0166 -2.1038
H -1.9320 -1.5856 -0.2602
H -2.8691 -0.1674 1.4532
H -1.2037 -1.1084 1.9255
H -1.4135 0.6866 1.6653
H 0.6011 -1.7248 -0.2137
H 0.4528 -0.5592 -1.4524
H 1.1030 -0.2000 1.4481
H 1.2509 1.7814 -0.7779
H 1.2660 2.1682 0.8010
H 3.6470 -1.5201 -0.4470